This record from the OMol25 dataset describes a cluster of 2 separate species, C4H11N2 in total in a non-equilibrium geometry. The level of theory is ωB97M-V with the def2-TZVPD basis set.

The frontier orbital gap comes out at 5.29 eV. The charge is +1. The value obtained for the molecular weight is 87.1 g/mol. The HOMO energy is -13.17 eV.

```
17
Properties=species:S:1:pos:R:3:forces:R:3:mulliken_charge:R:1
C -1.10012 1.97501 -0.45426 -0.71 -0.11 -2.11 -1.269
C -0.64827 0.97325 0.57676 1.05 -1.31 -0.27 -0.078
C 0.27475 -0.15615 -0.09927 -0.90 5.13 2.25 0.045
C 0.66226 -0.12509 -1.35739 1.14 -3.28 -4.72 -0.130
N 0.50532 -1.21158 -2.26632 -1.61 1.65 3.54 -0.396
N 0.30308 -1.31323 3.06637 1.28 -0.10 -1.57 -0.658
H -2.04408 2.50444 -0.23380 0.65 -0.18 0.39 0.327
H -0.34319 2.70351 -0.84650 -0.45 -0.68 0.81 0.317
H -1.34807 1.31752 -1.29884 -0.31 0.69 -0.27 0.386
H -1.48354 0.41476 1.00983 -0.15 0.00 0.20 0.421
H -0.16650 1.51719 1.41090 0.41 -1.19 0.04 0.382
H 1.22073 0.72514 -1.89521 -0.39 -0.85 1.77 0.377
H 0.12147 -2.00804 -1.76486 -0.09 -0.06 -0.56 0.274
H 1.26680 -1.49658 -2.81400 1.27 0.23 -1.15 0.277
H 0.54535 -1.02481 2.06523 -0.30 -0.49 1.96 0.203
H 0.84334 -0.62808 3.68508 -0.69 -2.03 -0.96 0.258
H 0.59718 -2.35347 3.08682 -0.22 2.58 0.66 0.265
```
Forces are in eV/Å.